# C2H8NO

A cluster of 2 separate species, C2H8NO in total (ωB97M-V/def2-TZVPD, the OMol25 dataset).

Positions of all 12 atoms, in Å:
O 1.477 -1.047 2.431
H 0.788 -0.725 1.835
C -1.105 1.225 -0.221
N -0.558 -0.082 -0.471
C 0.159 -0.230 -1.710
H -0.337 2.028 -0.194
H -1.632 1.233 0.731
H -1.796 1.504 -1.017
H -0.003 -0.403 0.313
H 0.272 0.721 -2.260
H 1.178 -0.582 -1.529
H -0.337 -0.932 -2.397

Cartesian forces (eV/Å) of the 6 atoms listed first:
-0.1 0.1 -0.2
0.0 0.0 0.3
0.5 0.4 0.0
-0.3 -0.2 0.2
0.4 0.1 -0.4
-0.1 -0.2 0.1

Values from the calculation:
Max |F| ... 0.6 eV/A
ΔE to the lowest compared entry with this formula, charge and spin ... 106.0 kJ/mol
Charge ... -1
HOMO energy ... -2.22 eV
M ... 62.1 g/mol
Total energy ... -210.94388 Eh